Entry 1:
C2H6FP | wB97M-V/def2-TZVPD

Cartesian coordinates (Å):
C  1.146  0.140  -0.098
C  -0.401  0.694  0.342
F  1.193  -0.244  -1.413
P  -1.639  -0.541  -0.226
H  1.082  -0.741  0.557
H  1.871  0.925  -0.065
H  -0.489  0.931  1.442
H  -0.607  1.543  -0.313
H  -1.420  -1.488  0.797
H  -0.735  -1.220  -1.024

Properties
SMILES string: FCCP
Kohn-Sham gap in eV: 10.551

Results of the natural (NBO) charge analysis, in e, for atoms 1 through 6:
1 C 0.05
2 C -0.74
3 F -0.37
4 P 0.30
5 H 0.17
6 H 0.18



Entry 2:
C37H77N3O31S6 | wB97M-V/def2-TZVPD

Cartesian coordinates (Å):
C  -10.043  0.258  -4.313
C  -8.928  0.242  -3.213
O  -8.074  1.111  -3.266
N  -9.034  -0.710  -2.290
C  -8.006  -1.027  -1.307
H  -10.786  0.994  -4.004
H  -10.543  -0.704  -4.428
H  -9.608  0.534  -5.273
H  -9.835  -1.314  -2.407
H  -7.630  -2.024  -1.535
H  -8.407  -1.086  -0.296
H  -7.154  -0.349  -1.254
C  -19.338  -11.577  -2.139
C  -18.093  -10.904  -2.625
O  -18.185  -9.878  -3.280
N  -16.904  -11.506  -2.418
C  -15.618  -10.942  -2.727
H  -19.675  -11.044  -1.250
H  -19.309  -12.634  -1.875
H  -20.075  -11.431  -2.929
H  -16.922  -12.307  -1.804
H  -15.078  -11.623  -3.385
H  -15.074  -10.819  -1.791
H  -15.725  -10.003  -3.271
C  1.268  -14.351  0.617
C  0.172  -13.382  0.208
O  -0.514  -12.856  1.096
N  0.064  -13.128  -1.116
C  -1.076  -12.431  -1.696
H  1.958  -14.461  -0.220
H  0.763  -15.286  0.857
H  1.739  -13.947  1.514
H  0.635  -13.639  -1.774
H  -0.814  -11.535  -2.258
H  -1.865  -12.249  -0.967
H  -1.442  -13.154  -2.426
C  -13.013  -10.905  8.919
C  -12.915  -10.933  7.409
O  -12.161  -12.098  7.100
S  -11.131  -12.529  8.359
O  -9.811  -12.036  8.020
O  -11.296  -13.950  8.785
O  -11.872  -11.548  9.468
H  -13.902  -11.483  9.169
H  -13.251  -9.916  9.311
H  -12.309  -10.076  7.116
H  -13.889  -11.050  6.934
C  -1.365  -7.144  1.159
C  -2.328  -6.777  2.284
O  -2.908  -5.495  1.977
S  -2.418  -4.927  0.520
O  -2.239  -3.483  0.475
O  -3.220  -5.522  -0.551
O  -1.013  -5.839  0.620
H  -1.767  -7.767  0.361
H  -0.418  -7.602  1.442
H  -1.832  -6.668  3.248
H  -3.073  -7.559  2.430
C  -15.011  -5.366  3.094
C  -14.583  -5.684  1.665
O  -15.213  -6.877  1.277
S  -16.532  -7.241  2.284
O  -16.362  -8.574  2.840
O  -17.824  -6.897  1.651
O  -16.194  -6.069  3.346
H  -15.208  -4.299  3.206
H  -14.287  -5.743  3.817
H  -13.518  -5.901  1.588
H  -14.777  -4.885  0.950
C  -10.243  -14.874  -5.629
C  -9.485  -16.209  -5.588
O  -8.554  -16.081  -4.518
S  -8.041  -14.513  -4.357
O  -7.175  -14.115  -5.445
O  -7.659  -14.162  -3.003
O  -9.595  -13.993  -4.689
H  -11.312  -15.039  -5.493
H  -10.238  -14.487  -6.648
H  -8.942  -16.417  -6.510
H  -10.121  -17.076  -5.412
C  -7.413  -2.469  7.211
C  -8.746  -1.827  7.564
O  -9.750  -2.690  7.032
S  -9.208  -3.680  5.841
O  -9.788  -3.194  4.569
O  -9.306  -5.114  6.248
O  -7.671  -3.078  6.008
H  -7.136  -3.271  7.894
H  -6.633  -1.741  6.989
H  -8.847  -0.813  7.177
H  -8.995  -1.786  8.624
C  -5.059  -15.222  3.437
C  -4.452  -15.434  4.813
O  -4.595  -16.815  4.985
S  -4.341  -17.567  3.512
O  -5.052  -18.831  3.416
O  -2.899  -17.560  3.186
O  -5.077  -16.388  2.676
H  -4.562  -14.457  2.841
H  -6.083  -14.922  3.658
H  -4.960  -14.796  5.537
H  -3.396  -15.169  4.853
C  -3.523  -9.531  7.619
C  -4.331  -8.202  7.892
C  -3.697  -7.810  9.237
O  -3.712  -8.975  9.961
C  -3.451  -10.068  9.025
H  -2.568  -9.386  7.114
H  -3.988  -10.299  7.002
H  -5.395  -8.432  7.950
H  -4.262  -7.409  7.147
H  -4.311  -7.019  9.668
H  -2.660  -7.497  9.122
H  -4.206  -10.833  9.207
H  -2.436  -10.392  9.254
C  -9.398  -9.099  1.621
C  -8.538  -8.184  0.773
C  -7.514  -9.202  0.195
O  -7.298  -10.002  1.351
C  -8.358  -9.943  2.394
H  -9.881  -9.821  0.962
H  -10.198  -8.596  2.164
H  -8.010  -7.389  1.300
H  -9.199  -7.742  0.028
H  -6.626  -8.633  -0.083
H  -7.883  -9.758  -0.667
H  -8.227  -9.387  3.323
H  -8.763  -10.928  2.625
C  -12.556  -14.845  1.912
C  -12.069  -15.547  0.660
C  -13.344  -16.179  0.062
O  -14.339  -15.303  0.533
C  -14.058  -15.041  1.947
H  -12.355  -13.778  2.001
H  -12.047  -15.315  2.754
H  -11.266  -16.269  0.812
H  -11.700  -14.772  -0.012
H  -13.489  -17.196  0.425
H  -13.485  -16.083  -1.015
H  -14.329  -15.870  2.601
H  -14.561  -14.134  2.282
C  -7.077  -7.967  -5.730
C  -7.640  -6.710  -5.142
C  -7.898  -5.854  -6.359
O  -6.857  -6.218  -7.233
C  -6.113  -7.346  -6.710
H  -7.848  -8.570  -6.211
H  -6.512  -8.632  -5.079
H  -6.866  -6.262  -4.519
H  -8.526  -6.929  -4.546
H  -7.895  -4.853  -5.929
H  -8.893  -6.041  -6.764
H  -5.239  -6.912  -6.225
H  -5.844  -8.093  -7.456

Properties
Kohn-Sham gap in eV: 9.172

Results of the Löwdin charge analysis, in e, for atoms 1 through 6:
1 C 0.00
2 C -0.56
3 O 0.03
4 N 0.00
5 C -0.06
6 H 0.08



Entry 3:
C25H52N2O15 | wB97M-V/def2-TZVPD

Cartesian coordinates (Å):
C  -7.800  5.486  -0.481
O  -8.194  4.215  -0.074
C  -7.362  3.696  0.971
C  -7.332  2.186  0.867
O  -6.362  1.764  -0.045
C  -5.108  1.471  0.528
C  -4.131  1.384  -0.623
O  -2.777  1.419  -0.226
C  -2.371  2.688  0.267
H  -6.807  5.438  -0.941
H  -7.838  6.203  0.348
H  -8.511  5.823  -1.234
H  -7.798  4.078  1.908
H  -6.350  4.120  0.897
H  -8.303  1.886  0.470
H  -7.188  1.748  1.860
H  -5.175  0.523  1.075
H  -4.764  2.250  1.224
H  -4.333  2.178  -1.350
H  -4.248  0.423  -1.127
H  -3.206  3.383  0.386
H  -1.845  3.238  -0.541
H  -1.635  2.606  1.057
C  -1.175  -3.877  1.904
O  -0.116  -4.396  1.116
C  1.139  -4.360  1.733
C  2.203  -4.597  0.701
O  2.488  -3.403  0.016
C  3.455  -3.572  -0.999
C  4.879  -3.261  -0.558
O  5.213  -4.062  0.539
C  6.553  -3.949  0.934
H  -2.003  -3.620  1.246
H  -0.861  -2.967  2.439
H  -1.486  -4.609  2.659
H  1.237  -5.148  2.503
H  1.274  -3.404  2.258
H  1.826  -5.372  0.017
H  3.122  -5.002  1.140
H  3.192  -2.938  -1.846
H  3.429  -4.625  -1.317
H  4.924  -2.186  -0.328
H  5.494  -3.442  -1.454
H  6.734  -4.706  1.699
H  6.765  -2.975  1.396
H  7.252  -4.118  0.109
C  -0.687  -6.644  -5.365
O  -1.102  -6.191  -4.102
C  -0.739  -4.950  -3.789
O  -0.068  -4.220  -4.452
O  -1.272  -4.649  -2.603
C  -0.860  -3.431  -2.037
H  0.392  -6.757  -5.388
H  -1.052  -6.017  -6.182
H  -1.201  -7.589  -5.545
H  -1.317  -2.533  -2.484
H  0.201  -3.189  -2.173
H  -1.056  -3.345  -0.975
C  2.189  5.845  1.251
O  2.208  4.749  2.131
C  1.034  4.141  2.349
O  0.015  4.341  1.742
O  1.204  3.267  3.326
C  0.126  2.379  3.562
H  3.199  6.157  1.008
H  1.669  6.695  1.703
H  1.672  5.641  0.310
H  0.435  1.808  4.433
H  0.002  1.670  2.745
H  -0.796  2.917  3.769
C  3.465  1.924  0.342
O  4.272  1.054  1.117
C  3.696  0.084  1.808
O  2.584  0.116  2.255
O  4.540  -0.940  1.871
C  4.166  -2.064  2.666
H  4.129  2.727  0.031
H  2.655  2.370  0.917
H  3.093  1.405  -0.542
H  3.663  -2.836  2.097
H  3.538  -1.806  3.517
H  5.104  -2.469  3.037
C  1.898  4.938  -2.960
C  2.486  4.392  -4.168
N  2.966  4.035  -5.153
H  2.177  5.991  -2.938
H  2.302  4.453  -2.069
H  0.830  4.760  -2.877
C  0.327  0.424  -0.170
C  0.355  1.269  -1.347
N  0.433  1.968  -2.248
H  0.627  0.947  0.735
H  1.026  -0.411  -0.300
H  -0.631  -0.050  0.023

Properties
SMILES string: COC(=O)OC.COC(=O)OC.COC(=O)OC.COCCOCCOC.COCCOCCOC.CC#N.CC#N
Kohn-Sham gap in eV: 10.137

Results of the Löwdin charge analysis, in e, for atoms 1 through 6:
1 C -0.13
2 O -0.19
3 C -0.19
4 C -0.20
5 O -0.13
6 C -0.20



In eV, the HOMO level values for the records above are, in order, -9.47, -9.45, -9.69.
In eV/A, the F_max values for the records above are, in order, 4.1, 4.5, 2.5.
In eV, the total energy values for the records above are, in order, -14176.0077, -172559.9107, -60456.4805.